Entry P
C3H7O2P | ωB97M-V/def2-TZVPD

Last column: Mulliken charge in e.
CARTESIAN COORDINATES (ANGSTROEM)
P  0.047  1.370  3.199  0.060
O  1.007  1.192  1.865  -0.432
O  -1.441  0.972  -0.195  -0.423
C  -0.048  -1.610  -2.319  -0.927
C  -0.664  0.271  -0.758  0.538
C  0.199  -0.629  -1.128  -0.373
H  1.746  1.786  2.100  0.312
H  -0.882  2.469  2.875  0.047
H  0.694  -1.509  -3.140  0.269
H  1.115  -0.509  -0.567  0.360
H  -1.062  -1.535  -2.813  0.290
H  -0.771  0.344  2.736  0.025
H  0.061  -2.612  -1.854  0.254

Its SMILES is CC=C=O.OP. Its net charge is 0.

Entry Q
C3H7O2P | ωB97M-V/def2-TZVPD

Last column: Mulliken charge in e.
CARTESIAN COORDINATES (ANGSTROEM)
P  -2.355  -0.555  0.106  -0.035
O  1.333  1.083  -0.067  -0.437
O  2.066  -1.239  0.036  -0.490
C  1.336  -0.229  0.526  0.045
C  0.266  0.313  -0.368  -0.220
C  -1.057  0.855  0.301  -0.726
H  2.688  -0.868  -0.549  0.320
H  -0.738  0.910  1.307  0.368
H  1.347  -0.176  1.590  0.418
H  -2.655  -0.324  -1.241  0.033
H  -1.352  -1.440  -0.105  0.028
H  -1.146  1.815  -0.155  0.371
H  0.268  -0.146  -1.382  0.325

Its SMILES is O[C@H]1O[C@@H]1CP. Its net charge is 0.

Of them, entry Q has the lowest stability.

Entry P
C5H11N3 | ωB97M-V/def2-TZVPD

Last column: Mulliken charge in e.
CARTESIAN COORDINATES (ANGSTROEM)
N  -1.303  -2.233  0.089  -0.520
N  0.423  0.250  -1.448  -0.813
N  1.835  -0.840  1.394  -0.553
C  -1.508  -1.037  0.406  -0.014
C  1.162  0.138  0.957  -0.349
C  2.299  1.649  -0.817  -1.177
C  -2.723  -0.184  0.216  -1.062
C  1.207  0.662  -0.575  0.826
H  -0.333  -0.387  -1.032  0.421
H  -3.149  -0.301  -0.781  0.344
H  2.249  2.006  -1.844  0.330
H  -0.585  -0.546  1.015  0.361
H  -3.480  -0.391  0.974  0.358
H  1.936  -1.593  0.711  0.288
H  3.262  1.167  -0.643  0.312
H  0.969  0.951  1.660  0.421
H  2.211  2.487  -0.125  0.325
H  -2.430  0.864  0.321  0.264
H  -2.044  -2.660  -0.477  0.238

Its SMILES is [H]/N=C\C(C)=N/[H].[H]/N=C\C. Its net charge is 0.

Entry Q
C5H11N3 | ωB97M-V/def2-TZVPD

Last column: Mulliken charge in e.
CARTESIAN COORDINATES (ANGSTROEM)
N  -0.359  -0.890  0.507  -0.066
N  -1.282  1.285  1.069  -0.646
N  -1.681  -1.716  1.413  -0.649
C  -0.620  0.372  0.559  0.595
C  -0.141  -1.767  -0.631  -0.889
C  2.113  0.649  0.276  -0.883
C  0.938  0.912  -0.256  0.423
C  0.608  1.810  -1.388  -1.207
H  3.018  1.105  -0.115  0.314
H  -2.591  -1.307  1.183  0.259
H  0.751  -1.464  -1.175  0.397
H  0.169  1.251  -2.218  0.251
H  -0.001  -2.769  -0.227  0.334
H  -1.507  -1.474  2.390  0.256
H  -2.042  1.015  1.685  0.243
H  -1.012  -1.786  -1.288  0.287
H  1.503  2.324  -1.751  0.380
H  -0.117  2.558  -1.066  0.310
H  2.254  -0.109  1.033  0.290

Its net charge is 0.

Entry R
C5H11N3 | ωB97M-V/def2-TZVPD

Last column: Mulliken charge in e.
CARTESIAN COORDINATES (ANGSTROEM)
N  3.149  -1.666  0.735  -0.593
N  -2.332  -1.594  -0.388  -0.359
N  -3.103  -0.697  -0.436  -0.042
C  1.513  0.050  -0.252  0.690
C  -3.100  0.283  0.636  -0.758
C  1.182  0.072  -1.659  -1.479
C  1.028  1.163  0.678  -1.196
C  2.379  -0.840  0.240  0.311
H  2.091  0.606  -2.008  0.340
H  -2.871  1.155  0.175  0.219
H  -1.681  -1.561  0.396  0.223
H  1.052  2.110  0.171  0.349
H  4.084  -1.528  0.873  0.242
H  -2.475  -0.041  1.392  0.411
H  1.171  -0.821  -2.153  0.418
H  1.585  1.165  1.570  0.418
H  -4.071  0.436  0.906  0.297
H  0.064  1.033  1.025  0.177
H  0.334  0.674  -1.901  0.333

Its SMILES is CC(C)=C=N.[H]/N=N\C. Its net charge is 0.

Of them, entry Q has the lowest stability.

Entry P
C10H13NO2 | ωB97M-V/def2-TZVPD

Last column: Mulliken charge in e.
CARTESIAN COORDINATES (ANGSTROEM)
O  3.248  0.347  0.496  -0.442
O  2.245  -1.488  -0.228  -0.479
N  -3.031  -1.594  -0.467  -0.669
C  -0.975  0.743  -0.641  0.900
C  -0.121  -0.498  -0.504  -0.580
C  3.657  -0.948  0.090  -0.153
C  -3.180  -0.289  0.212  0.329
C  1.330  -0.475  -0.379  0.609
C  -2.448  -0.264  1.638  -0.975
C  -2.535  0.846  -0.550  -1.473
C  1.966  0.629  0.210  0.530
C  1.160  1.731  0.074  -0.619
C  -0.229  1.938  -0.265  -0.606
H  4.372  -0.572  -0.959  0.231
H  -0.218  -1.684  -0.821  0.180
H  -3.375  -0.712  2.380  0.291
H  -4.084  -2.247  -0.519  0.308
H  4.373  -1.927  0.869  0.263
H  -1.945  0.783  2.288  0.209
H  -4.352  0.053  0.604  0.330
H  -2.589  1.822  -0.116  0.566
H  -0.780  3.036  -0.156  0.121
H  1.722  2.651  0.072  0.308
H  -2.904  1.051  -1.676  0.298
H  -2.989  -1.003  -1.687  0.315
H  -1.708  -1.443  1.544  0.207

Its net charge is 0.

Entry Q
C10H13NO2 | ωB97M-V/def2-TZVPD

Last column: Mulliken charge in e.
CARTESIAN COORDINATES (ANGSTROEM)
O  -0.899  -2.422  -2.625  -0.516
O  0.573  -3.004  -0.859  -0.483
N  -0.510  1.985  1.839  -0.341
C  0.589  -1.609  -0.991  0.470
C  -0.397  -1.287  -1.891  0.690
C  -0.283  0.897  -1.259  -0.573
C  0.981  1.754  1.755  -0.704
C  -1.408  0.796  2.352  -0.662
C  0.779  0.682  -0.386  0.871
C  1.408  1.804  0.364  -1.099
C  1.233  -0.716  -0.138  -0.906
C  -0.298  -3.617  -1.905  -0.184
C  -0.844  -0.105  -2.119  -0.874
H  -1.734  0.020  -2.695  0.430
H  -0.596  1.837  -1.520  0.500
H  0.302  -4.166  -2.593  0.265
H  -2.272  1.479  2.631  0.330
H  -1.545  0.039  1.613  0.212
H  2.455  1.625  0.140  0.413
H  1.314  2.740  -0.242  0.345
H  -1.117  0.247  3.497  0.205
H  1.318  0.928  2.457  0.319
H  1.684  -1.006  0.765  0.441
H  -1.126  -4.106  -1.465  0.261
H  1.319  2.593  2.286  0.329
H  -0.927  2.613  0.990  0.262

Its SMILES is CNCCc1ccc2c(c1)OCO2. Its net charge is 0.

Of them, entry P has the lowest stability.